No. 1
ORCA calculation (ωB97M-V/def2-TZVPD) on one molecule with the formula C6H16N2.

XYZ file:
```
24
Properties=species:S:1:pos:R:3:mulliken_charge:R:1
C 0.1039 -0.7427 0.7147 0.580
C 0.0374 0.6618 -1.4429 0.959
C 0.2232 0.6470 0.0799 -1.172
C -0.1565 -0.6146 2.2227 -0.705
C 0.6038 1.9554 -2.0256 -1.663
C -1.4351 0.5230 -1.8229 -1.503
N 1.3590 -1.4621 0.5161 -0.715
N -0.3873 -1.9234 2.8187 -0.609
H -0.7562 -1.2801 0.2813 0.038
H 0.5893 -0.1784 -1.8800 0.129
H 1.2414 -2.4372 0.7683 0.252
H 1.6227 -1.4352 -0.4627 0.220
H -0.6657 -1.8166 3.7884 0.224
H 0.4763 -2.4565 2.8128 0.219
H -0.5159 1.3140 0.5273 0.351
H 1.2152 1.0291 0.3285 0.460
H 0.6909 -0.0754 2.6741 0.253
H -1.0631 -0.0225 2.3721 0.407
H 0.4649 1.9821 -3.1042 0.432
H -2.0018 1.3722 -1.4465 0.329
H -1.5471 0.4887 -2.9045 0.406
H 1.6673 2.0403 -1.8145 0.403
H 0.0981 2.8162 -1.5933 0.338
H -1.8645 -0.3851 -1.4077 0.368
```

HOMO energy in eV: -9.165
SMILES string: CC(C)C[C@@H](N)CN
Energy in eV: -9461.9882
Kohn-Sham gap in eV: 10.34

No. 2
ORCA calculation (ωB97M-V/def2-TZVPD) on one molecule with the formula C6H16N2.

XYZ file:
```
24
Properties=species:S:1:pos:R:3:mulliken_charge:R:1
C -1.3169 -1.8230 0.9441 -0.431
N -0.8761 -2.0754 -0.3990 -0.322
C 0.1346 -1.2296 -1.0129 -0.687
C -0.1450 0.2791 -1.3576 -0.280
N 1.0296 1.1042 -1.1062 -0.391
C 1.1064 1.9084 0.1200 -0.057
C 2.5414 1.9071 0.6496 -1.239
C -2.4427 -0.8106 1.0131 -1.046
H -0.4536 -1.4038 1.4124 0.269
H -1.6044 -2.7714 1.3870 0.314
H -1.6408 -2.2583 -1.0333 0.246
H 0.3161 -1.7124 -1.9751 0.291
H 1.0548 -1.2512 -0.4400 0.393
H -0.4733 0.4913 -2.3499 0.321
H -0.9220 0.5716 -0.6894 0.009
H 1.8897 0.6427 -1.3480 0.248
H 0.7612 2.9067 -0.1044 0.295
H 0.4456 1.4404 0.8523 0.128
H 3.2836 1.7415 -0.1127 0.343
H 2.8991 2.9120 0.9357 0.331
H 2.6022 1.1843 1.4448 0.308
H -3.3668 -1.1973 0.5559 0.302
H -2.7454 -0.6363 2.0561 0.324
H -2.0773 0.0799 0.5574 0.333
```

HOMO energy in eV: -7.907
SMILES string: CCNCCNCC
Energy in eV: -9460.4067
Kohn-Sham gap in eV: 9.04

The highest energy belongs to which entry?
number 2

Which formula does entry 1 have?
C6H16N2